No. 1
The following is a quantum chemistry calculation of a 2-piece molecular cluster, C3H8NS overall at a distorted geometry, from OMol25.

Each line ends with the Löwdin charge.
Atoms and positions in Å:
C: 0.22 1.64 3.41  -0.739
S: -0.21 0.40 2.10  -0.029
H: 1.22 2.05 3.26  -0.031
H: 0.20 1.31 4.45  -0.021
H: -0.51 2.43 3.22  -0.042
C: -0.16 -0.70 -3.02  -0.174
C: -0.23 -1.37 -0.86  -0.145
N: -0.92 -1.29 -1.91  -0.091
H: -0.51 -1.01 -4.01  0.053
H: -0.25 0.38 -2.96  0.072
H: 0.87 -1.06 -2.95  0.059
H: -0.51 -1.80 0.10  0.032
H: 0.79 -0.98 -0.82  0.058

Results
Multiplicity = 1
HOMO level = -2.206 eV
Charge = -1
HOMO-LUMO gap = 6.024 eV
Max |F| = 0.0241 Eh/bohr
Electronic energy = -572.02141 hartree

No. 2
The following is a quantum chemistry calculation of CHI2PS as an isolated structure at a distorted geometry, from OMol25.

Each line ends with the Löwdin charge.
Atoms and positions in Å:
C: 0.45 0.14 -0.62  -1.526
P: -1.44 -0.15 2.57  0.245
S: -1.33 0.48 0.75  0.049
I: -0.25 -1.49 -1.72  0.661
I: 2.48 -0.11 0.08  0.621
H: 0.10 1.13 -1.06  -0.051

Results
Multiplicity = 1
HOMO level = -7.730 eV
HOMO-LUMO gap = 6.103 eV
Max |F| = 0.0468 Eh/bohr
Electronic energy = -1373.52656 hartree

No. 3
The following is a quantum chemistry calculation of a 4-piece molecular cluster, C4H8O2 overall at a distorted geometry, from OMol25.

Each line ends with the Löwdin charge.
Atoms and positions in Å:
C: -0.28 1.46 -1.13  -0.104
C: -0.68 0.34 -0.18  -0.278
C: 0.13 0.05 0.92  -0.342
O: -0.49 -0.53 2.02  -0.024
C: 1.14 -1.59 0.21  -0.096
O: 1.50 -2.46 0.89  0.094
H: -0.76 1.32 -2.11  0.073
H: 0.80 1.46 -1.29  0.079
H: -0.56 2.45 -0.76  0.077
H: -0.41 -0.84 -1.05  0.063
H: -1.74 0.14 -0.06  0.126
H: 0.97 0.70 1.17  0.135
H: 0.18 -1.00 2.54  0.095
H: 0.21 -1.50 -1.17  0.102

Results
Multiplicity = 1
HOMO level = -8.604 eV
HOMO-LUMO gap = 9.369 eV
Max |F| = 0.0210 Eh/bohr
Electronic energy = -307.54648 hartree

No. 4
The following is a quantum chemistry calculation of C4H9BO2 in the gas phase at a distorted geometry, from OMol25.

Each line ends with the Löwdin charge.
Atoms and positions in Å:
B: -0.93 -0.62 3.07  -0.464
C: -0.05 0.50 0.08  -0.102
C: -1.30 -0.06 0.76  -0.171
C: 0.29 0.09 -1.12  -0.166
C: 1.38 0.62 -1.98  -0.115
O: -0.70 -0.88 1.75  0.029
O: -0.29 -1.46 3.95  0.121
H: 0.31 1.40 0.48  0.102
H: -1.84 -0.20 3.63  0.099
H: -1.91 0.75 1.20  0.129
H: -1.78 -0.71 0.04  0.114
H: -0.17 -0.95 -1.49  0.152
H: 1.66 0.01 -2.78  0.047
H: 2.32 0.84 -1.43  0.093
H: 1.25 1.59 -2.40  0.064
H: 0.47 -1.84 3.55  0.068

Results
Multiplicity = 1
HOMO level = -9.595 eV
SMILES = C/C=C/COBO
HOMO-LUMO gap = 10.437 eV
Max |F| = 0.0633 Eh/bohr
Electronic energy = -333.16244 hartree

No. 5
The following is a quantum chemistry calculation of C13H15Br2N3S as an isolated structure at a distorted geometry, from OMol25.

Each line ends with the Löwdin charge.
Atoms and positions in Å:
C: -2.61 -3.12 0.69  -0.150
C: -2.39 -3.61 2.12  -0.761
Br: -2.86 -5.53 2.11  0.667
C: -0.92 -3.54 2.60  -0.671
Br: -0.95 -3.64 4.59  0.695
C: -0.29 -2.20 2.22  -0.318
C: -0.88 -1.01 2.78  -0.071
C: -0.38 0.20 2.45  -0.006
C: 0.71 0.24 1.55  -0.346
N: 1.36 1.34 1.13  -0.221
S: 2.50 0.84 0.13  0.982
N: 2.32 -0.78 0.14  -0.206
C: 1.29 -0.94 0.98  -0.375
C: 0.74 -2.20 1.37  0.029
H: -2.24 -2.10 0.50  0.078
H: -2.17 -3.79 -0.05  0.075
H: -3.69 -3.09 0.52  0.078
H: -3.00 -3.07 2.84  0.074
H: -0.30 -4.38 2.29  0.075
H: -1.71 -1.08 3.47  0.101
H: -0.83 1.09 2.87  0.122
H: 1.12 -3.16 1.01  0.131
C: 0.07 2.89 -3.22  -0.109
C: 0.86 4.11 -3.70  -0.263
C: 2.36 3.98 -3.45  -0.185
C: 2.63 3.85 -2.01  -0.232
N: 2.83 3.75 -0.87  0.133
H: 0.16 2.76 -2.14  0.066
H: -0.99 3.01 -3.44  0.073
H: 0.42 1.98 -3.70  0.078
H: 0.48 5.00 -3.21  0.112
H: 0.69 4.24 -4.77  0.107
H: 2.89 4.86 -3.82  0.117
H: 2.77 3.11 -3.96  0.120

Results
Multiplicity = 1
HOMO level = -9.252 eV
HOMO-LUMO gap = 8.797 eV
Max |F| = 0.0322 Eh/bohr
Electronic energy = -6214.85245 hartree

No. 6
The following is a quantum chemistry calculation of a 2-piece molecular cluster, C11H23Br2O6P overall at a distorted geometry, from OMol25.

Each line ends with the Löwdin charge.
Atoms and positions in Å:
C: 4.11 0.60 0.65  -0.145
C: 2.88 -0.24 0.32  -0.237
C: 1.84 -0.13 1.44  -0.201
O: 1.62 -1.40 2.11  -0.136
P: 0.29 -2.15 1.75  0.374
O: 0.06 -3.31 2.62  -0.214
O: 0.42 -2.59 0.21  -0.173
C: 0.20 -3.97 -0.07  -0.176
C: 0.34 -4.10 -1.58  -0.187
O: -0.48 -3.57 -2.31  0.057
O: -0.87 -1.07 1.84  -0.140
C: -1.97 -1.33 0.94  -0.189
C: -3.19 -0.55 1.36  -0.193
O: -2.97 0.82 1.58  -0.122
C: -2.64 1.55 0.42  -0.282
C: -3.84 1.87 -0.46  -0.068
H: 4.87 0.54 -0.12  0.074
H: 4.57 0.24 1.57  0.080
H: 3.81 1.64 0.74  -0.045
H: 3.19 -1.28 0.21  0.110
H: 2.45 0.11 -0.60  0.055
H: 2.22 0.55 2.19  0.122
H: 0.92 0.30 1.04  0.101
H: 0.91 -4.59 0.46  0.120
H: -0.80 -4.28 0.22  0.124
H: 1.20 -4.65 -2.00  0.124
H: -2.23 -2.38 0.95  0.126
H: -1.70 -1.09 -0.09  0.116
H: -3.98 -0.75 0.63  0.131
H: -3.51 -0.95 2.32  0.134
H: -1.87 1.08 -0.19  0.055
H: -2.22 2.49 0.77  0.118
H: -4.74 2.07 0.11  0.080
H: -3.61 2.80 -0.99  0.068
H: -4.01 1.14 -1.25  0.069
Br: 2.50 3.41 -0.36  0.727
C: 1.78 3.67 -2.15  -0.666
C: 0.34 3.23 -2.24  -0.676
Br: 0.18 1.29 -2.30  0.667
H: 2.43 3.12 -2.83  0.054
H: 1.86 4.73 -2.35  0.058
H: -0.10 3.58 -3.17  0.059
H: -0.25 3.57 -1.40  0.047

Results
Multiplicity = 1
HOMO level = -9.955 eV
SMILES = CCCO[P@](=O)(OCC=O)OCCOCC.BrCCBr
HOMO-LUMO gap = 10.286 eV
Max |F| = 0.0365 Eh/bohr
Electronic energy = -6373.81139 hartree

No. 7
The following is a quantum chemistry calculation of C30H42CaF6NO25S2 as an isolated structure at a distorted geometry, from OMol25.

Each line ends with the Löwdin charge.
Atoms and positions in Å:
Ca: 13.02 -12.92 -10.03  1.459
C: 14.18 -11.03 -6.31  -0.632
F: 15.16 -10.31 -6.88  0.138
F: 14.44 -12.29 -6.49  0.160
F: 14.06 -10.74 -4.99  0.145
S: 12.54 -10.69 -7.23  0.709
O: 11.66 -11.71 -6.71  -0.282
O: 12.11 -9.37 -6.91  -0.271
N: 12.82 -10.90 -8.98  -0.407
S: 13.00 -9.48 -9.46  0.492
O: 13.79 -8.54 -8.72  -0.273
O: 13.37 -9.55 -10.84  -0.294
C: 11.20 -8.78 -9.66  -0.597
F: 10.36 -9.71 -9.20  0.124
F: 11.09 -7.52 -9.13  0.106
F: 11.01 -8.64 -10.97  0.121
C: 11.25 -17.47 -5.64  0.004
C: 11.36 -15.92 -5.62  -0.328
C: 12.59 -15.34 -4.91  -0.038
O: 13.21 -14.62 -5.97  0.118
C: 12.48 -14.65 -7.05  -0.577
O: 12.71 -14.07 -8.07  0.007
O: 11.43 -15.42 -6.89  0.111
H: 12.24 -17.81 -5.92  0.089
H: 10.47 -17.96 -6.23  0.078
H: 11.02 -17.86 -4.65  0.085
H: 10.47 -15.34 -5.34  0.159
H: 13.19 -16.02 -4.32  0.144
H: 12.11 -14.66 -4.20  0.140
C: 6.18 -14.14 -8.21  -0.001
C: 7.59 -14.74 -8.38  -0.344
C: 7.80 -15.49 -9.63  -0.051
O: 9.02 -14.89 -10.17  0.084
C: 9.37 -13.83 -9.46  -0.529
O: 10.43 -13.24 -9.52  0.095
O: 8.40 -13.63 -8.59  0.107
H: 6.11 -13.56 -7.29  0.094
H: 5.47 -14.96 -8.22  0.087
H: 5.87 -13.52 -9.05  0.096
H: 7.92 -15.27 -7.49  0.159
H: 6.99 -15.24 -10.32  0.140
H: 7.93 -16.56 -9.48  0.140
C: 19.53 -12.84 -7.27  -0.002
C: 18.80 -11.90 -8.26  -0.258
C: 18.94 -12.25 -9.74  -0.093
O: 17.60 -12.43 -10.06  0.101
C: 16.73 -12.19 -9.13  -0.556
O: 15.50 -12.19 -9.30  0.057
O: 17.38 -12.04 -8.02  0.123
H: 20.59 -12.60 -7.34  0.087
H: 19.45 -13.85 -7.67  0.081
H: 19.20 -12.85 -6.23  0.089
H: 19.16 -10.87 -8.27  0.153
H: 19.49 -13.18 -9.84  0.133
H: 19.41 -11.44 -10.30  0.141
C: 10.89 -17.89 -14.22  0.005
C: 10.54 -17.41 -12.81  -0.336
C: 11.34 -17.96 -11.59  -0.022
O: 12.06 -16.79 -11.24  0.133
C: 11.76 -15.77 -11.87  -0.542
O: 12.34 -14.70 -11.67  0.048
O: 10.76 -16.04 -12.79  0.077
H: 11.93 -18.19 -14.09  0.084
H: 10.45 -17.18 -14.91  0.098
H: 10.33 -18.81 -14.37  0.089
H: 9.45 -17.43 -12.71  0.152
H: 12.03 -18.71 -11.96  0.121
H: 10.78 -18.48 -10.81  0.140
C: 16.87 -14.71 -15.20  -0.021
C: 16.67 -13.42 -14.50  -0.303
C: 15.68 -12.53 -15.17  -0.104
O: 15.06 -11.94 -14.06  0.079
C: 15.13 -12.68 -12.93  -0.471
O: 14.49 -12.52 -11.90  0.037
O: 15.95 -13.67 -13.25  0.087
H: 17.39 -14.50 -16.13  0.098
H: 15.91 -15.04 -15.59  0.092
H: 17.48 -15.41 -14.64  0.092
H: 17.61 -12.91 -14.26  0.165
H: 15.01 -13.18 -15.73  0.132
H: 16.18 -11.84 -15.85  0.151
C: 10.82 -13.40 -16.02  -0.002
C: 11.29 -12.01 -15.44  -0.294
C: 10.09 -11.29 -14.91  -0.068
O: 10.32 -11.11 -13.49  0.115
C: 11.31 -11.85 -13.10  -0.481
O: 11.53 -12.17 -11.92  0.031
O: 11.98 -12.25 -14.22  0.069
H: 10.11 -13.82 -15.30  0.084
H: 11.75 -13.98 -16.04  0.074
H: 10.44 -13.33 -17.04  0.086
H: 11.85 -11.45 -16.19  0.157
H: 9.06 -11.64 -15.00  0.142
H: 10.08 -10.30 -15.37  0.136
C: 15.72 -19.70 -10.94  -0.002
C: 16.15 -18.26 -11.25  -0.287
C: 15.60 -17.45 -12.46  -0.088
O: 15.35 -16.17 -12.02  0.073
C: 15.39 -16.09 -10.72  -0.505
O: 15.07 -15.09 -10.13  0.141
O: 15.76 -17.35 -10.22  0.058
H: 15.82 -19.91 -9.87  0.092
H: 16.03 -20.52 -11.58  0.089
H: 14.65 -19.73 -11.16  0.065
H: 17.23 -18.19 -11.15  0.149
H: 14.61 -17.71 -12.83  0.130
H: 16.34 -17.52 -13.26  0.133

Results
Multiplicity = 1
HOMO level = -10.870 eV
Charge = +1
HOMO-LUMO gap = 8.950 eV
Max |F| = 0.1261 Eh/bohr
Electronic energy = -5177.18604 hartree

No. 8
The following is a quantum chemistry calculation of a 2-piece molecular cluster, C2H6O2 overall at a distorted geometry, from OMol25.

Each line ends with the Löwdin charge.
Atoms and positions in Å:
C: 1.53 0.54 -0.64  -0.165
O: 2.86 0.67 -0.16  -0.144
H: 1.51 -0.55 -0.87  0.086
H: 1.39 1.13 -1.55  0.067
H: 0.73 0.86 0.05  0.075
H: 2.90 1.17 0.67  0.081
O: -1.89 -0.52 1.32  -0.022
C: -2.76 -0.99 0.64  -0.151
H: -3.78 -0.57 0.73  0.076
H: -2.48 -1.74 -0.19  0.099

Results
Multiplicity = 1
HOMO level = -10.156 eV
SMILES = C=O.CO
HOMO-LUMO gap = 10.928 eV
Max |F| = 0.0285 Eh/bohr
Electronic energy = -230.21833 hartree

No. 9
The following is a quantum chemistry calculation of a 10-piece molecular cluster, C5H32N2O9 overall at a distorted geometry, from OMol25.

Each line ends with the Löwdin charge.
Atoms and positions in Å:
C: -1.00 -2.55 -2.26  -0.105
N: -0.42 -1.50 -1.46  -0.259
C: -1.28 -1.20 -0.32  -0.085
C: 0.93 -1.88 -1.01  -0.198
C: 1.99 -1.26 -1.88  -0.200
N: 2.11 0.18 -1.63  -0.140
C: 3.07 0.80 -2.53  -0.100
H: -0.35 -2.82 -3.08  0.078
H: -1.94 -2.22 -2.67  0.083
H: -1.18 -3.46 -1.69  0.087
H: -1.25 -2.00 0.44  0.072
H: -0.94 -0.27 0.16  0.088
H: -2.29 -1.06 -0.65  0.084
H: 1.05 -1.58 0.03  0.106
H: 1.05 -2.95 -1.02  0.115
H: 1.75 -1.44 -2.92  0.112
H: 2.96 -1.71 -1.63  0.124
H: 1.20 0.61 -1.73  0.062
H: 4.07 0.46 -2.28  0.078
H: 2.87 0.60 -3.59  0.085
H: 3.06 1.88 -2.37  0.086
H: -0.76 0.59 3.05  0.014
H: -1.75 1.45 3.93  0.055
O: -1.67 1.01 3.09  -0.080
H: -1.31 -2.44 2.83  0.004
H: -0.08 -3.27 3.27  0.063
O: -0.38 -2.65 2.60  -0.073
H: -1.45 2.46 1.91  0.034
H: -1.97 3.09 0.52  0.002
O: -1.33 3.20 1.25  -0.090
H: 0.17 3.11 0.42  0.022
H: 1.47 2.30 0.45  -0.015
O: 0.96 2.88 -0.12  -0.063
H: 2.94 1.31 1.32  0.100
H: 2.30 0.55 0.12  0.038
O: 2.10 0.93 1.01  -0.068
H: 0.22 2.55 -1.36  -0.038
H: -0.16 1.21 -2.04  0.027
O: -0.32 2.18 -2.08  -0.075
H: -2.58 -0.81 3.41  0.030
H: -3.58 -1.85 2.86  0.058
O: -2.81 -1.76 3.42  -0.045
H: 0.42 -1.07 2.85  0.012
H: 1.14 0.19 2.26  -0.009
O: 0.69 -0.15 3.03  -0.056
H: -3.13 3.33 -1.51  0.061
H: -1.89 2.39 -1.44  -0.003
O: -2.73 2.62 -0.99  -0.077

Results
Multiplicity = 1
HOMO level = -8.893 eV
SMILES = CNCCN(C)C.O.O.O.O.O.O.O.O.O
HOMO-LUMO gap = 9.363 eV
Max |F| = 0.0372 Eh/bohr
Electronic energy = -996.39687 hartree

No. 10
The following is a quantum chemistry calculation of C4H8N2S2 as an isolated structure at a distorted geometry, from OMol25.

Each line ends with the Löwdin charge.
Atoms and positions in Å:
C: -0.35 -0.78 1.23  -0.074
C: -0.38 -0.18 -0.16  -0.483
C: 1.70 0.81 -0.32  -0.380
C: -1.91 0.18 -0.51  -1.058
H: -0.62 -0.13 1.97  0.053
H: 0.74 -0.91 1.42  0.091
H: -0.83 -1.73 1.33  0.068
H: 0.33 -0.68 -1.00  0.120
H: 2.27 1.82 -0.02  0.157
H: 3.31 -0.18 -1.35  0.119
H: 1.77 -1.29 -1.32  0.231
H: -3.56 1.51 0.23  -0.083
N: 0.49 0.98 -0.09  -0.039
N: 2.43 -0.32 -0.69  -0.009
S: -2.24 1.89 -0.15  0.719
S: -3.13 -0.99 -0.56  0.568

Results
Multiplicity = 1
HOMO level = -8.581 eV
HOMO-LUMO gap = 8.184 eV
Max |F| = 0.1081 Eh/bohr
Electronic energy = -1062.95892 hartree

No. 11
The following is a quantum chemistry calculation of C27H44F6OP2Pr as an isolated structure at a distorted geometry, from OMol25.

Each line ends with the Löwdin charge.
Atoms and positions in Å:
Pr: 0.15 -0.43 1.89  0.713
C: -0.72 -2.48 2.77  -0.296
C: 0.62 -2.81 2.30  -0.280
C: 0.85 -1.12 3.96  -0.320
C: -0.60 -1.42 3.80  -0.313
C: 1.59 -2.00 3.03  -0.296
C: -2.00 -3.10 2.33  -0.016
H: -1.90 -3.52 1.33  0.072
H: -2.83 -2.40 2.35  0.087
H: -2.21 -3.92 3.02  0.106
C: -1.69 -0.72 4.50  -0.004
H: -2.66 -0.92 4.04  0.100
H: -1.55 0.36 4.53  0.055
H: -1.71 -1.10 5.53  0.113
C: 1.40 -0.07 4.85  0.004
H: 1.52 -0.52 5.83  0.115
H: 0.73 0.78 4.93  0.073
H: 2.38 0.28 4.50  0.092
C: 3.07 -2.05 2.89  -0.020
H: 3.44 -2.73 3.67  0.105
H: 3.54 -1.07 3.04  0.082
H: 3.36 -2.44 1.92  0.073
C: 0.95 -3.89 1.32  -0.012
H: 1.17 -4.80 1.89  0.107
H: 1.83 -3.65 0.72  0.072
H: 0.12 -4.10 0.65  0.075
C: -1.57 0.87 -5.08  -0.110
C: -1.64 -0.47 -5.09  -0.132
C: -0.81 -1.46 -5.85  -0.186
C: 0.54 -0.97 -6.41  -0.194
C: 1.47 -0.46 -5.35  -0.106
C: 1.53 0.76 -4.80  -0.137
C: 0.72 1.98 -5.08  -0.191
C: -0.63 1.78 -5.82  -0.194
H: -1.41 -1.89 -6.67  0.121
H: 0.37 -0.23 -7.20  0.102
H: -0.62 -2.31 -5.17  0.109
H: -0.45 1.43 -6.84  0.102
H: -2.29 1.39 -4.43  0.103
H: -2.42 -0.92 -4.47  0.095
H: -1.10 2.77 -5.91  0.117
H: 0.51 2.47 -4.12  0.103
H: 2.31 0.91 -4.04  0.087
H: 1.32 2.71 -5.65  0.120
H: 1.02 -1.84 -6.91  0.116
H: 2.18 -1.21 -4.97  0.103
P: -1.12 -0.35 -0.31  0.716
C: -2.61 0.51 -0.15  -0.214
C: -1.27 -1.73 -1.32  -0.231
P: 1.75 0.25 0.02  0.698
C: 0.24 0.76 -0.96  -0.351
C: 2.65 -0.92 -0.88  -0.233
C: 2.72 1.62 0.44  -0.225
H: -2.59 1.28 0.62  0.032
H: -3.39 -0.21 0.10  0.084
H: -2.81 0.95 -1.13  0.070
H: -1.41 -1.35 -2.33  0.035
H: -2.16 -2.29 -1.01  0.076
H: -0.41 -2.41 -1.29  0.061
H: 2.99 2.10 -0.50  0.069
H: 3.63 1.26 0.95  0.079
H: 2.21 2.32 1.11  0.037
H: 0.00 1.80 -0.70  0.070
H: 0.39 0.65 -2.05  0.064
H: 3.60 -1.09 -0.36  0.074
H: 2.83 -0.47 -1.86  0.048
H: 2.14 -1.89 -1.00  0.060
C: 0.36 3.15 2.75  0.023
C: -1.06 2.60 2.81  -0.431
O: -1.18 1.30 2.47  -0.257
C: -1.65 2.92 4.25  -0.491
F: -1.69 4.25 4.53  0.148
F: -2.89 2.42 4.39  0.163
F: -0.85 2.37 5.23  0.107
C: -1.93 3.52 1.83  -0.491
F: -1.81 4.84 2.09  0.150
F: -1.49 3.34 0.53  0.096
F: -3.24 3.19 1.87  0.162
H: 1.05 2.46 3.28  0.098
H: 0.45 4.14 3.19  0.111
H: 0.62 3.25 1.69  0.079

Results
Multiplicity = 3
HOMO level (alpha / beta) = -10.825 / -10.741 eV
Charge = +1
HOMO-LUMO gap (alpha / beta) = 8.069 / 8.117 eV
Max |F| = 0.1262 Eh/bohr
Electronic energy = -2929.04199 hartree
<S²> = 2.0033

No. 12
The following is a quantum chemistry calculation of a 2-piece molecular cluster, C2H2F2N2S overall at a distorted geometry, from OMol25.

Each line ends with the Löwdin charge.
Atoms and positions in Å:
C: 1.62 1.16 -1.29  0.117
C: 1.56 1.39 -0.12  -0.234
N: -0.97 -1.43 0.70  -0.603
N: -1.13 -0.13 0.93  0.014
F: 1.72 1.89 1.07  0.105
F: -2.20 0.35 0.12  -0.136
S: -1.76 -2.29 -0.36  0.629
H: 1.37 0.97 -2.25  -0.006
H: -0.20 -1.91 1.20  0.115

Results
Multiplicity = 1
HOMO level (alpha / beta) = -9.431 / -9.506 eV
SMILES = F/N=[NH+]\[S-].C#CF
HOMO-LUMO gap (alpha / beta) = 8.662 / 8.515 eV
Max |F| = 0.0561 Eh/bohr
Electronic energy = -784.58528 hartree